# C22H30AsLiN5O2SSe2

A structure of composition C22H30AsLiN5O2SSe2 (ωB97M-V/def2-TZVPD, OMol25).

The geometry in ORCA input format:
```
! RIJCOSX wB97M-V def2-TZVPD def2/J DEFGRID3
* xyz -1 1
Li 0.007 0.606 -0.416
N -3.259 2.388 1.660
C -2.505 1.639 0.938
N -1.199 1.792 0.686
C -0.625 2.778 1.370
N 0.679 2.925 1.273
N 1.132 2.248 0.188
C 2.354 2.615 -0.124
C 3.006 2.301 -1.366
C 4.425 2.333 -1.480
C 5.078 2.060 -2.678
C 4.301 1.790 -3.802
C 2.930 1.737 -3.562
N 2.274 1.846 -2.392
C -1.352 3.711 2.192
C -0.790 4.784 2.962
C -1.550 5.619 3.709
C -2.979 5.478 3.749
C -3.554 4.409 3.089
C -2.767 3.602 2.267
H -4.183 2.051 1.791
H -2.976 0.777 0.453
H 2.871 3.284 0.625
H 5.031 2.740 -0.656
H 6.175 1.982 -2.828
H 4.709 1.608 -4.785
H 2.232 1.617 -4.402
H 0.318 4.922 2.815
H -1.109 6.432 4.264
H -3.543 6.180 4.380
H -4.629 4.226 3.152
O 1.336 -0.716 -0.338
C 1.985 -1.122 0.856
C 1.571 -2.479 1.452
C 2.923 -3.213 1.755
O 2.702 -4.462 2.253
C 0.765 -2.273 2.698
Se -1.123 -1.559 2.238
C 0.840 -3.347 0.419
Se 2.110 -3.581 -1.260
H 1.285 -1.543 -0.950
H 1.836 -0.302 1.546
H 3.065 -1.188 0.617
H 3.356 -2.486 2.478
H 3.568 -3.184 0.824
H 3.512 -5.008 2.319
H 1.284 -1.552 3.440
H 0.528 -3.181 3.178
H -0.179 -2.959 0.064
H 0.663 -4.335 0.845
C -1.645 -4.196 -3.526
As -2.680 -2.843 -2.576
C -4.143 -2.022 -3.592
C -3.573 -3.646 -1.005
S -1.512 -1.273 -1.952
H -2.100 -5.228 -3.372
H -0.626 -4.110 -3.185
H -1.764 -3.927 -4.619
H -3.715 -1.677 -4.537
H -4.520 -1.114 -3.134
H -5.000 -2.651 -3.776
H -2.846 -3.871 -0.225
H -4.115 -4.513 -1.369
H -4.289 -2.919 -0.639
*
```

Summary:
- Energy relative to the best compared isomer or geometry (same formula, charge and spin): 0.0 kJ/mol
- Maximum force: 4.90 eV/Å
- M: 668.37 g/mol
- Orbital gap: 3.9 eV
- LUMO: 1.520 eV

Here is what Löwdin gives for the atomic charges, in e:
1. Li 0.483
2. N 0.133
3. C -0.170
4. N 0.066
5. C -0.338
6. N 0.049
7. N -0.033
8. C -0.078
9. C -0.277
10. C -0.026
11. C -0.085
12. C -0.071
13. C -0.134
14. N 0.131
15. C -0.053
16. C -0.021
17. C -0.089
18. C -0.066
19. C -0.038
20. C -0.120
21. H 0.151
22. H 0.130
23. H 0.131
24. H 0.109
25. H 0.113
26. H 0.096
27. H 0.108
28. H 0.129
29. H 0.097
30. H 0.106
31. H 0.113
32. O -0.316
33. C -0.271
34. C -0.632
35. C -0.349
36. O -0.059
37. C -0.549
38. Se 0.180
39. C -0.506
40. Se 0.270
41. H -0.053
42. H 0.101
43. H 0.107
44. H 0.116
45. H 0.052
46. H 0.107
47. H 0.078
48. H 0.008
49. H -0.014
50. H 0.043
51. C -0.253
52. As 0.639
53. C -0.291
54. C -0.247
55. S 0.095
56. H 0.051
57. H -0.017
58. H 0.042
59. H 0.023
60. H 0.020
61. H 0.014
62. H 0.028
63. H 0.015
64. H 0.024